A cluster of 14 separate species, C17H59NO14S in total at a distorted geometry, computed with ωB97M-V/def2-TZVPD.

Total energy = -2189.1352 a.u.
Maximum force = 3.71 eV/Å

Geometry as XYZ:
```
92
C17H59NO14S, DFT ωB97M-V/def2-TZVPD
O 1.1706 -0.1383 -2.2649
C 1.5555 -0.9189 -1.4850
C 2.9608 -1.3987 -1.1549
C 2.8389 -1.6023 0.3489
S 2.6264 0.0075 1.1831
C 1.5166 -2.4433 0.3353
N 0.6980 -1.6750 -0.6185
H 2.9313 -2.4211 -1.5094
H 3.8210 -0.8590 -1.5185
H 3.6411 -2.1654 0.7982
H 2.9454 -0.1417 2.4849
H 1.0623 -2.5363 1.3252
H 1.6987 -3.4692 0.0111
H 0.2915 -2.3517 -1.2660
C -1.3403 0.8745 -1.7598
O -0.9253 0.3469 -0.4980
H -1.9731 1.7394 -1.5705
H -0.4740 1.1819 -2.3476
H -1.9117 0.1321 -2.3218
H -0.3574 -0.4229 -0.6681
C 5.4041 -2.4720 -3.8688
O 4.5664 -3.1553 -2.9364
H 5.3496 -1.4077 -3.6535
H 6.4395 -2.8046 -3.7675
H 5.0616 -2.6468 -4.8906
H 4.6210 -4.0960 -3.1357
C 2.2486 2.2741 -5.0840
O 1.4978 1.0653 -5.1758
H 2.0981 2.8338 -6.0027
H 1.9025 2.8739 -4.2386
H 3.3120 2.0595 -4.9694
H 1.6379 0.5781 -4.3568
C -2.9385 -2.3479 0.1398
O -2.5303 -2.1543 -1.2168
H -2.7076 -3.3724 0.4244
H -2.4056 -1.6635 0.8028
H -4.0133 -2.1823 0.2355
H -2.7458 -1.2451 -1.4516
C -0.4070 3.1886 1.8940
O -1.4116 2.2770 1.4506
H -0.8208 3.8274 2.6755
H 0.4277 2.6285 2.2931
H -0.0694 3.8111 1.0637
H -0.9925 1.7314 0.7633
C -4.4883 1.1650 1.9689
O -3.8435 -0.1002 1.9025
H -5.5268 1.0342 1.6702
H -4.4550 1.5612 2.9895
H -4.0009 1.8656 1.2890
H -2.9238 0.0327 2.1622
C 0.4338 -2.9648 4.2125
O -0.4391 -3.5330 3.2422
H 0.3036 -1.8851 4.1953
H 0.1980 -3.3365 5.2125
H 1.4714 -3.2086 3.9628
H -0.3119 -4.4870 3.2671
C 3.1840 4.2411 2.9680
O 2.4240 3.5329 1.9962
H 2.9660 5.3005 2.8573
H 2.9079 3.9229 3.9774
H 4.2545 4.0793 2.8148
H 2.5912 2.5907 2.0917
C -1.4078 -1.3507 -5.1344
O -1.7477 -1.0807 -3.7785
H -2.2660 -1.1004 -5.7531
H -0.5546 -0.7417 -5.4450
H -1.1702 -2.4108 -5.2659
H -0.9830 -1.3031 -3.2377
C -4.9925 -4.4602 -1.7729
O -5.8557 -5.0926 -0.8285
H -5.0017 -3.3919 -1.5834
H -3.9717 -4.8322 -1.6593
H -5.3436 -4.6456 -2.7916
H -5.8381 -6.0382 -1.0060
C -3.0695 -0.2064 5.0491
O -3.9388 0.1522 6.1248
H -2.1991 -0.7095 5.4641
H -3.5802 -0.8791 4.3588
H -2.7435 0.6909 4.5168
H -4.7020 0.5965 5.7414
C -0.8294 1.8151 6.9101
O -0.3118 1.9741 5.5886
H -0.4787 0.8630 7.3005
H -0.4707 2.6233 7.5532
H -1.9214 1.8148 6.8886
H -0.6278 2.8179 5.2495
C 3.5727 5.8929 -4.9534
O 4.0688 4.5684 -5.1247
H 2.5024 5.8776 -5.1432
H 3.7490 6.2401 -3.9323
H 4.0509 6.5768 -5.6593
H 5.0161 4.5899 -4.9548
```

Results of the Mulliken charge analysis, in e, for atoms 1 through 4: -0.440 0.143 -0.778 0.030

=====

A structure of composition C17H5BrF7N4S2Se2Y at a distorted geometry, computed with ωB97M-V/def2-TZVPD.

Charge = -2
Total energy = -9780.6471 a.u.
ΔE to the lowest compared entry with this formula, charge and spin = 16.0 kcal/mol
Maximum force = 5.02 eV/Å

Geometry as XYZ:
```
39
C17H5BrF7N4S2Se2Y, DFT ωB97M-V/def2-TZVPD
Y 1.3489 -0.4578 1.3475
S 0.0896 0.1627 3.7743
C -0.1401 -1.4030 4.4496
C -0.2566 -1.5088 5.8519
N -0.5361 -1.5591 6.9658
C -0.2018 -2.5647 3.7292
S -0.2267 -2.5595 1.9606
C -0.6223 -3.7738 4.4198
N -1.0709 -4.7618 4.8910
Br 3.8391 -0.8822 2.3083
F 2.0813 -2.8976 -0.9515
C 1.9964 -1.6516 -1.4574
F 2.6687 -0.8002 -0.4629
H 2.7016 -1.6428 -2.2823
F 1.8583 2.3629 -5.1135
C 1.8520 2.3142 -3.7679
C 0.6524 2.4147 -3.1397
F -0.4681 2.5848 -3.8437
C 0.6019 2.4534 -1.7699
F -0.6363 2.4096 -1.2986
C 1.7175 2.3237 -1.0137
Se 1.5388 2.4352 0.9033
C 2.9227 2.2335 -1.6598
F 4.0744 2.0683 -0.9554
C 3.0420 2.1827 -3.0618
F 4.2209 2.1371 -3.7010
Se 0.0051 -1.2768 -2.3291
N -0.2367 -0.7248 -0.5917
C -1.4970 -0.4389 -0.3891
C -2.0040 -0.0431 0.8924
C -3.2378 0.4432 0.9607
C -4.1130 0.4536 -0.2346
C -3.6501 0.0088 -1.4255
C -2.2491 -0.5016 -1.5389
N -1.7630 -0.9199 -2.6470
H -1.3338 -0.0692 1.7267
H -3.6360 0.8656 1.8976
H -5.1340 0.8751 -0.1625
H -4.1983 -0.2920 -2.2811
```

Results of the Mulliken charge analysis, in e, for atoms 1 through 4: 0.849 -0.372 0.526 -0.088

=====

A cluster of 13 separate species, C17H60N22O13 in total at a distorted geometry, computed with ωB97M-V/def2-TZVPD.

Total energy = -2866.6626 a.u.
ΔE to the lowest compared entry with this formula, charge and spin = 207.2 kcal/mol
Maximum force = 8.11 eV/Å

Geometry as XYZ:
```
112
C17H60N22O13, DFT ωB97M-V/def2-TZVPD
C -2.0253 -6.8972 4.1798
C -1.9968 -6.6414 2.6911
C -2.8267 -7.7611 2.0376
O -2.7833 -5.4426 2.3926
H -1.4267 -7.7780 4.4122
H -3.0188 -7.1881 4.5210
H -1.7758 -5.9483 4.6548
H -0.9496 -6.6529 2.3889
H -3.2537 -7.5945 1.0486
H -3.8156 -7.9084 2.4716
H -2.3334 -8.7317 1.9868
H -2.6572 -5.0681 1.5177
C 7.9806 3.2216 0.6084
C 8.1762 2.0439 -0.3910
C 9.2425 1.1403 -0.0480
O 6.9710 1.3481 -0.2046
H 7.2913 4.0379 0.3926
H 8.9370 3.7391 0.5333
H 8.0055 2.9584 1.6658
H 8.1551 2.4690 -1.3945
H 9.1153 0.6671 0.9256
H 10.1916 1.6688 -0.1375
H 9.1643 0.3133 -0.7536
H 6.2185 1.9358 -0.3052
C -6.1016 0.3391 -3.2682
O -6.1449 0.1254 -4.4540
N -6.6907 1.3198 -2.5683
N -5.4706 -0.4682 -2.4002
H -7.1750 2.1166 -2.9565
H -6.6584 1.2398 -1.5620
H -5.9411 -0.5722 -1.5125
H -5.0239 -1.3187 -2.7119
C 4.3113 4.1436 -2.9146
O 4.0442 2.9882 -2.5791
N 4.4602 4.4850 -4.1315
N 4.5889 5.1795 -2.1002
H 4.8058 5.4006 -4.3812
H 4.3695 3.6004 -4.6104
H 4.6760 6.1236 -2.4484
H 4.6101 5.0289 -1.1018
C -0.2285 -2.0021 -5.1595
O 0.6372 -1.8482 -4.3374
N -0.1303 -2.6040 -6.3055
N -1.4716 -1.6562 -5.0361
H 0.6298 -3.2123 -6.5745
H -0.8809 -2.3557 -6.9340
H -1.7291 -0.8801 -4.4433
H -2.1734 -2.3750 -5.1411
C 4.6612 -2.9798 -0.0203
O 4.1038 -4.0140 0.2998
N 4.3087 -2.2493 -1.0780
N 5.3974 -2.3190 0.7658
H 3.4788 -2.2789 -1.6528
H 4.9255 -1.4501 -1.1093
H 5.6115 -1.3489 0.5840
H 5.9908 -2.7627 1.4522
C 2.9499 3.8992 2.5144
O 3.9314 4.4186 3.0148
N 2.2946 4.6088 1.6210
N 2.3789 2.6969 2.7401
H 2.6921 5.5077 1.3882
H 1.5333 4.1734 1.1202
H 2.8792 1.9634 3.2214
H 1.3900 2.5681 2.5805
C 1.3161 2.7887 -6.5502
O 2.2670 2.2570 -6.9470
N 0.4441 3.6180 -7.2237
N 0.8150 2.6408 -5.3188
H -0.2634 4.0736 -6.6652
H 0.6627 3.8687 -8.1774
H 1.2902 1.9703 -4.7317
H 0.0607 3.2339 -5.0035
C -0.5906 1.1204 -0.2454
O -0.7656 2.2459 0.1997
N 0.5255 0.7080 -0.7405
N -1.4644 0.1212 -0.2857
H 0.4873 -0.2535 -1.0472
H 1.3204 1.3028 -0.9262
H -2.3707 0.2738 0.1331
H -1.1717 -0.8143 -0.5294
C -5.0097 5.3697 4.5606
O -5.9183 5.1293 3.7632
N -5.1418 5.9437 5.7260
N -3.8199 4.7685 4.3958
H -5.9994 6.4148 5.9764
H -4.4157 5.7760 6.4078
H -3.2502 4.8285 5.2276
H -3.6962 4.1043 3.6450
C -6.4222 0.8190 2.4621
O -6.3151 -0.2567 1.9287
N -5.8602 1.1501 3.5589
N -6.9355 1.8899 2.0367
H -5.2511 0.5026 4.0384
H -6.1652 1.9440 4.1036
H -7.2886 1.8572 1.0910
H -6.5872 2.7182 2.4978
C -2.3206 -1.3551 5.7354
O -2.2905 -0.1752 5.9810
N -2.0928 -1.8947 4.5575
N -2.7866 -2.2060 6.6078
H -2.2032 -1.2452 3.7919
H -2.3373 -2.8696 4.4580
H -2.8027 -1.9484 7.5842
H -3.1179 -3.0885 6.2449
C -1.0367 -5.0228 -1.8093
O -2.0802 -4.6465 -1.3257
N -1.0133 -5.6630 -2.8917
N 0.1219 -5.0917 -1.1308
H -0.1342 -6.0568 -3.1954
H -1.9461 -5.8214 -3.2451
H 0.1148 -5.1033 -0.1209
H 1.0131 -5.0882 -1.6061
```

Results of the Mulliken charge analysis, in e, for atoms 1 through 4: -1.352 0.637 -1.339 -0.522

=====

A structure of composition C17H63BrNO13PTa at a distorted geometry, computed with ωB97M-V/def2-TZVPD.

Charge = -1
Total energy = -4690.4320 a.u.
Maximum force = 1.37 eV/Å

Geometry as XYZ:
```
97
C17H63BrNO13PTa, DFT ωB97M-V/def2-TZVPD
N 2.6662 -2.4129 -0.2105
C 2.6211 -1.1696 0.5545
C 2.6162 0.0928 -0.3220
O 3.4237 1.1446 0.3038
C 1.2345 0.5935 -0.6733
Ta -0.4067 -0.5702 -1.6736
C -2.1734 0.5513 -0.8980
C -3.4610 -0.2829 -0.9037
C -4.6222 0.4896 -0.2565
Br -5.8157 -0.5820 0.8708
P -0.8374 0.9269 -3.8835
O -2.3200 1.1437 -4.1480
H 2.9103 -2.2295 -1.1796
H 1.7559 -2.8620 -0.2635
H 3.4750 -1.0928 1.2396
H 1.7107 -1.1758 1.1709
H 3.1657 -0.1215 -1.2481
H 2.7765 1.6375 0.8284
H 0.7708 1.0227 0.2386
H 1.3271 1.4101 -1.4194
H 0.9807 -1.2730 -2.6865
H -1.3436 -1.9044 -2.4499
H -0.4033 -1.7593 -0.2888
H -2.3624 1.4299 -1.5348
H -1.9417 0.9065 0.1210
H -3.7328 -0.5106 -1.9398
H -3.3482 -1.2464 -0.3947
H -4.2590 1.2633 0.4197
H -5.2948 0.9414 -0.9847
H -0.1164 2.1684 -3.8652
H -0.1727 0.4327 -5.0445
C -2.3659 -1.9163 -5.7524
O -1.3544 -2.6539 -5.0848
H -3.0683 -1.6157 -4.9752
H -1.9992 -1.0037 -6.2301
H -2.8909 -2.5234 -6.4933
H -0.6623 -2.9165 -5.6979
C 4.2504 3.2789 3.1931
O 5.0851 2.2673 2.6577
H 4.6715 3.5621 4.1581
H 4.2079 4.1618 2.5525
H 3.2276 2.9189 3.3504
H 4.7263 1.9858 1.8022
C 3.3218 7.3348 2.2244
O 2.5991 6.1541 2.5173
H 4.3733 7.1023 2.3899
H 3.2020 7.6512 1.1844
H 3.0477 8.1671 2.8795
H 1.6609 6.3117 2.3796
C 0.1692 -5.6333 -1.5172
O 0.2437 -4.3504 -0.9473
H 1.1250 -5.8079 -2.0113
H 0.0221 -6.4257 -0.7740
H -0.6227 -5.7141 -2.2690
H -0.5821 -4.0870 -0.5306
C -5.7578 -1.8427 -7.1487
O -4.9860 -2.6900 -7.9808
H -5.2681 -1.9085 -6.1783
H -5.7527 -0.8027 -7.4847
H -6.7956 -2.1647 -7.0236
H -5.3570 -2.7257 -8.8664
C 2.9857 5.1738 6.3086
O 4.0470 5.0208 7.2435
H 2.1327 5.5565 6.8660
H 3.2361 5.8801 5.5124
H 2.7043 4.2203 5.8526
H 4.8158 4.6761 6.7804
C 4.0412 -0.3558 4.2428
O 3.3697 -1.5810 4.4735
H 3.3129 0.3244 3.8045
H 4.4178 0.0918 5.1694
H 4.8745 -0.4502 3.5424
H 3.9953 -2.2143 4.8351
C 7.1047 2.3045 5.6400
O 7.4900 1.2278 4.8095
H 7.8028 2.3384 6.4759
H 7.1522 3.2587 5.1047
H 6.0940 2.1596 6.0381
H 6.8655 1.2023 4.0732
C -4.3021 -4.6922 -5.3813
O -3.1460 -5.3696 -4.9109
H -5.0954 -5.4323 -5.4825
H -4.6340 -3.9359 -4.6617
H -4.1368 -4.2070 -6.3434
H -2.4550 -4.7041 -4.7859
C -7.3316 -7.6236 -4.6313
O -7.6006 -6.2617 -4.3611
H -7.4045 -7.7448 -5.7115
H -6.3249 -7.9197 -4.3229
H -8.0559 -8.2966 -4.1613
H -7.5187 -6.1055 -3.4162
C -1.2257 5.2570 7.7391
O -0.1345 6.1092 8.0386
H -1.5570 5.5194 6.7356
H -0.9435 4.2005 7.7404
H -2.0659 5.3973 8.4253
H 0.1961 5.8998 8.9166
```

Results of the Mulliken charge analysis, in e, for atoms 1 through 4: -0.610 -0.545 0.419 -0.532

=====

A structure of composition C17H64N27O15Sn at a distorted geometry, computed with ωB97M-V/def2-TZVPD.

Charge = +1
Total energy = -3507.4859 a.u.
Maximum force = 8.22 eV/Å

Geometry as XYZ:
```
124
C17H64N27O15Sn, DFT ωB97M-V/def2-TZVPD
Sn -2.5882 -1.1190 -2.5664
O -0.2979 -0.3740 -0.8573
H 0.3968 0.0442 -0.3122
C -6.2139 -1.0506 4.2119
C -5.3847 -2.1158 4.9203
C -3.9332 -1.7878 5.4519
O -3.2476 -0.6945 4.7267
C -2.7096 -1.0976 3.5013
N -6.2819 -2.6618 5.8905
H -7.1766 -1.4045 3.8431
H -5.6829 -0.6144 3.3658
H -6.2488 -0.2346 4.9338
H -5.2562 -2.9408 4.2196
H -3.3003 -2.6751 5.4380
H -3.9631 -1.5145 6.5067
H -2.8461 -0.2734 2.8011
H -3.1876 -1.9220 2.9722
H -1.6714 -1.4125 3.6067
H -7.1673 -2.4821 5.4389
H -6.3269 -2.1146 6.7382
C 1.2176 -2.0844 -3.4618
O 0.2550 -2.8492 -3.4388
N 1.5402 -1.2315 -2.5968
N 2.0940 -2.1740 -4.4588
H 2.2335 -0.5576 -2.8889
H 0.9435 -0.9023 -1.8514
H 1.9319 -2.7065 -5.3015
H 3.0053 -1.7387 -4.4458
C -1.6426 4.8426 1.3575
O -2.6047 5.2740 1.7993
N -1.0168 5.3083 0.2765
N -0.8973 3.9634 1.8746
H -1.1531 6.2921 0.0928
H -0.0731 4.9491 0.2540
H -1.3012 3.3950 2.6054
H -0.1910 3.5730 1.2673
C 1.0664 -0.7848 2.4259
O 1.5902 -0.8095 3.5085
N 1.4669 -1.4626 1.4267
N -0.0268 -0.0601 2.1726
H 1.1246 -1.2681 0.4966
H 2.1121 -2.2362 1.4999
H -0.3184 0.5175 2.9481
H -0.4692 -0.1582 1.2700
C 4.6036 -1.7837 -0.6890
O 4.6476 -0.7099 -0.1085
N 4.7280 -2.9295 -0.0938
N 4.4038 -2.0033 -1.9697
H 4.5278 -3.7837 -0.5942
H 5.1787 -3.0401 0.8033
H 4.2996 -2.9585 -2.2807
H 3.9978 -1.2083 -2.4421
C 2.2132 2.4486 -0.0579
O 1.4636 3.3700 0.0054
N 1.9769 1.3177 -0.6091
N 3.4283 2.5703 0.2087
H 1.0551 1.0146 -0.8892
H 2.7381 0.6553 -0.6527
H 3.9175 1.6933 0.3166
H 3.7197 3.4395 0.6327
C 4.3070 1.3792 -4.1773
O 3.5841 0.5186 -3.6144
N 5.2299 1.0472 -5.0396
N 4.1231 2.6482 -3.9645
H 5.5743 1.8243 -5.5850
H 5.6292 0.1278 -5.1634
H 3.4441 2.9129 -3.2652
H 4.8076 3.2471 -4.4037
C -0.0437 1.9085 -3.8592
O -0.5255 0.8807 -4.3129
N 1.1034 2.1903 -3.4607
N -0.7386 3.0144 -3.7914
H 1.8554 1.5161 -3.4653
H 1.3094 3.1357 -3.1711
H -0.2979 3.8730 -3.4935
H -1.6975 2.9604 -4.1040
C 5.2306 0.8442 3.0581
O 6.3854 0.6660 2.7476
N 4.2282 0.2674 2.5247
N 4.8707 1.7017 3.9825
H 4.3972 -0.1651 1.6278
H 3.3082 0.5253 2.8521
H 3.9025 1.9305 4.1570
H 5.6602 2.2262 4.3313
C -0.0024 -4.5354 0.0110
O -0.2137 -4.8980 1.1534
N -0.2112 -3.2913 -0.3484
N 0.3977 -5.2744 -0.9729
H -0.2782 -2.4709 0.2369
H -0.1057 -3.1357 -1.3407
H 0.7163 -6.2299 -0.8981
H 0.8494 -4.8059 -1.7453
C -4.2201 -2.9938 0.8543
O -3.7844 -2.2664 -0.0608
N -5.4017 -2.8867 1.3564
N -3.5924 -3.9804 1.2988
H -5.9771 -2.1134 1.0548
H -5.6912 -3.5384 2.0716
H -3.9253 -4.6379 1.9895
H -2.6840 -4.0550 0.8637
C -1.2038 -0.2097 -7.7020
O -1.6342 0.9364 -7.6369
N -0.6521 -0.8470 -6.7190
N -1.2845 -0.9876 -8.7654
H -0.5893 -0.3693 -5.8313
H -0.3885 -1.8165 -6.8217
H -0.8837 -1.8942 -8.5712
H -2.1210 -0.9325 -9.3287
C -2.8769 2.0983 -0.9082
O -3.5349 1.0423 -0.7352
N -1.6162 2.2228 -0.9970
N -3.5544 3.1817 -1.1025
H -1.1714 3.0924 -1.2543
H -1.0859 1.3853 -0.8035
H -4.5526 3.2517 -0.9657
H -3.1309 4.0982 -1.1282
C 0.8893 2.2720 4.6896
O 1.8598 1.9811 3.9533
N 0.2942 1.3749 5.4611
N 0.4449 3.4898 4.8800
H -0.5198 1.6006 6.0149
H 0.6713 0.4383 5.4350
H 0.7775 4.1445 4.1866
H -0.3582 3.6407 5.4736
```

Results of the Mulliken charge analysis, in e, for atoms 1 through 4: 1.604 -1.359 -1.623 -1.498

=====

A structure of composition C17H6Cl2N3OS2W, computed with ωB97M-V/def2-TZVPD.

Charge = +1
Total energy = -2674.5773 a.u.
<S²> = 2.0174
Maximum force = 0.59 eV/Å
2S+1 = 3

Geometry as XYZ:
```
32
C17H6Cl2N3OS2W, DFT ωB97M-V/def2-TZVPD
W -0.0059 -1.1575 -0.4863
S 1.6801 -2.0730 -1.7780
C 0.7247 -0.9416 -2.7563
C 1.4082 0.0808 -3.4601
C 0.7298 1.0274 -4.1711
C 1.4626 2.0375 -4.8907
N 2.0472 2.8400 -5.4669
C -0.6912 1.0254 -4.1802
C -1.3758 0.0760 -3.4783
C -0.6982 -0.9445 -2.7664
S -1.6642 -2.0829 -1.8070
C -1.4180 2.0333 -4.9085
N -1.9977 2.8347 -5.4913
H 2.4891 0.0982 -3.4423
H -2.4566 0.0896 -3.4748
Cl -0.0210 3.4644 1.3787
C -0.0181 1.9924 2.2496
C -0.0170 2.0115 3.6656
C -0.0150 0.8569 4.3867
Cl -0.0142 0.9153 6.1074
C -0.0136 -0.4041 3.7262
C -0.0111 -1.6645 4.3464
C -0.0094 -2.8098 3.5808
C -0.0096 -2.7101 2.1962
N -0.0118 -1.5309 1.5706
C -0.0143 -0.3815 2.3274
C -0.0175 0.8036 1.5840
O -0.0181 0.6540 0.2305
H -0.0179 2.9666 4.1729
H -0.0104 -1.7276 5.4270
H -0.0076 -3.7882 4.0390
H -0.0076 -3.5919 1.5696
```

Results of the Mulliken charge analysis, in e, for atoms 1 through 4: 1.060 -0.274 0.233 -0.436